# 1
DFT (ωB97M-V/def2-TZVPD) results for 2 unconnected molecules or ions with the total composition C5H10NS.

```
! RIJCOSX wB97M-V def2-TZVPD def2/J DEFGRID3
* xyz 1 1
H 0.02934 -0.45326 1.65665
H 0.94437 -2.01568 -0.76135
H -1.73120 -0.66896 2.14961
C -3.14495 0.44610 -0.17899
H -3.59024 0.27790 0.74158
C 2.12064 0.57907 -0.14503
H 2.57336 1.27505 1.79228
H 2.90262 0.01377 -2.11505
H 1.15761 2.00930 0.87094
H -3.47522 -0.43347 -0.87694
C 2.01866 1.31960 0.88615
C 2.32101 -0.30128 -1.14648
N 1.68298 -1.53001 -1.39957
H -3.38681 1.40505 -0.62067
S -1.28541 0.33456 -0.02860
C -1.05448 -0.27678 1.46463
H 1.91772 -1.98098 -2.28916
*
```

Summary:
* gap between HOMO and LUMO: 0.17052 hartree
* HOMO: -11.182 eV
* E: -17661.339 eV

Here are the natural (NBO) charges for atoms 1 to 2, given in e: 0.278 0.389

# 2
DFT (ωB97M-V/def2-TZVPD) results for a single C5H10O molecule.

```
! RIJCOSX wB97M-V def2-TZVPD def2/J DEFGRID3
* xyz 0 1
H -0.48821 0.51055 -1.48779
H -0.60954 0.63327 1.61644
C 1.78844 0.57269 0.22749
H -1.64244 -1.36444 0.65816
C -0.44688 1.12447 0.58952
H -1.16051 1.94657 0.43344
H 2.32258 0.21826 1.19300
C -1.62137 -0.92287 -0.33712
C -0.46861 0.02173 -0.48815
H -1.51632 -1.79518 -1.03341
H 1.30739 -1.06769 -1.17641
O 0.86230 1.66494 0.51961
C 0.90868 -0.61860 -0.23955
H 2.55163 0.91935 -0.51350
H 0.82043 -1.38794 0.54187
H -2.60756 -0.45512 -0.50361
*
```

Summary:
* gap between HOMO and LUMO: 0.39369 hartree
* HOMO: -9.575 eV
* SMILES: C[C@@H]1CCOC1
* E: -7394.095 eV

Here are the natural (NBO) charges for atoms 1 to 2, given in e: 0.204 0.149

# 3
DFT (ωB97M-V/def2-TZVPD) results for 2 unconnected molecules or ions with the total composition C5H10O.

```
! RIJCOSX wB97M-V def2-TZVPD def2/J DEFGRID3
* xyz 0 1
H 0.67504 1.19885 0.98574
C 0.88640 -0.89040 0.46123
H -2.05942 0.09025 -0.99929
H 1.06542 -1.05600 1.52760
H 2.09256 0.91688 -0.08192
O -0.69088 1.36853 1.86751
C 1.06322 0.59216 0.10027
H 0.34890 0.40418 -1.93517
H -1.39276 0.73791 0.54189
C -0.57992 -1.21211 0.05829
H -0.13453 1.93344 -1.16217
H -1.15896 -1.64215 0.88038
C -1.14566 0.13617 -0.39855
C 0.04300 0.86817 -0.98601
H -0.60991 -1.92965 -0.77054
H 1.59752 -1.51623 -0.08926
*
```

Summary:
* gap between HOMO and LUMO (spin up / spin down): 0.31887 / 0.31762 hartree
* HOMO (spin up / spin down): -10.688 / -10.671 eV
* E: -7389.229 eV

Here are the natural (NBO) charges for atoms 1 to 2, given in e: 0.238 -0.416

Q: Among the records above, which one has the highest E?
A: number 3